# 1
Computed, not measured: the ion HN4O2 with charge +1 in a non-equilibrium geometry, with ωB97M-V/def2-TZVPD.

Output
spin multiplicity	1
HOMO-LUMO gap	10.28	eV
structure (SMILES)	N#[N+]N[N+](=O)[O-]
F_max	3.468	eV/Å
charge	+1
energy above the lowest of the compared OMol25 structures with the same formula, charge and spin	219.7	kJ/mol
LUMO energy	-0.304	Ha

Each line ends with the Mulliken charge.
Cartesian coordinates (Å):
N  -0.43  -1.84  1.82  -0.0491
N  -0.13  -0.95  1.27  0.4727
N  0.50  0.21  0.20  -0.1972
N  -0.16  0.45  -1.09  1.2428
O  -0.91  -0.34  -1.48  -0.4297
O  0.32  1.45  -1.49  -0.4051
H  0.81  1.01  0.77  0.3656

***

# 2
Computed, not measured: a structure of composition C33H54B3CsF4N10 in a non-equilibrium geometry, with ωB97M-V/def2-TZVPD.

Output
spin multiplicity	1
HOMO-LUMO gap	7.56	eV
F_max	1.249	eV/Å
charge	-2
energy above the lowest of the compared OMol25 structures with the same formula, charge and spin	78.9	kJ/mol
LUMO energy	0.140	Ha

Each line ends with the Mulliken charge.
Cartesian coordinates (Å):
Cs  -1.49  -1.82  0.11  1.6386
C  -2.44  -0.17  4.30  -1.9360
C  -1.53  -0.81  3.26  1.3510
C  -0.68  -1.93  3.86  -1.3075
C  -0.67  0.24  2.59  -0.3088
C  -0.46  1.59  2.95  -1.0453
C  0.40  2.08  1.98  0.1487
C  0.97  3.48  1.94  0.1618
C  0.80  4.20  0.60  -1.0956
C  2.43  3.51  2.41  -1.2612
N  0.67  1.08  1.11  0.9240
N  0.02  -0.05  1.50  0.3064
B  1.59  1.00  -0.14  -0.1434
N  0.77  1.09  -1.46  0.5021
N  -0.48  0.56  -1.51  1.2680
C  -0.91  0.70  -2.75  -0.7413
C  0.07  1.34  -3.53  -1.4244
C  1.13  1.56  -2.68  0.5838
C  2.49  2.05  -3.12  -0.0748
C  3.09  3.23  -2.34  -1.4262
C  3.48  0.88  -3.19  -1.2082
C  -2.22  0.15  -3.27  0.9230
C  -3.18  -0.34  -2.18  -1.0399
C  -1.93  -0.97  -4.27  -1.5849
N  2.37  -0.35  -0.10  0.6615
N  1.69  -1.49  -0.38  -0.4484
C  2.50  -2.49  -0.08  -0.2120
C  3.73  -2.00  0.40  -0.7108
C  3.60  -0.63  0.38  -0.2284
C  4.59  0.41  0.81  2.1364
C  4.98  0.21  2.28  -1.7134
C  5.84  0.40  -0.08  -1.5290
C  2.03  -3.91  -0.21  1.1323
C  2.80  -4.67  -1.30  -1.6016
C  2.12  -4.65  1.12  -1.2848
H  -3.10  -0.93  4.74  0.4237
H  -1.84  0.27  5.11  0.3791
H  -3.07  0.60  3.86  0.3566
H  -2.18  -1.26  2.51  -0.4773
H  -0.16  -1.56  4.76  0.3393
H  -1.30  -2.78  4.14  0.4379
H  0.08  -2.27  3.16  0.0130
H  -0.88  2.14  3.77  0.4168
H  0.38  4.03  2.68  0.5196
H  1.49  3.80  -0.14  -0.0283
H  -0.21  4.08  0.23  0.0012
H  0.99  5.27  0.72  0.5528
H  3.05  2.91  1.75  0.0661
H  2.81  4.54  2.41  0.4465
H  2.52  3.11  3.42  0.3225
H  2.37  1.91  -0.09  -0.7483
H  0.03  1.59  -4.58  0.4642
H  2.32  2.41  -4.14  0.4784
H  3.54  2.91  -1.40  -0.0026
H  3.88  3.69  -2.94  0.5346
H  2.34  3.98  -2.12  0.3150
H  3.59  0.41  -2.21  0.0119
H  3.12  0.12  -3.88  0.3591
H  4.46  1.22  -3.53  0.3972
H  -2.72  0.96  -3.81  0.3961
H  -2.83  -1.27  -1.76  -0.6000
H  -3.28  0.39  -1.38  0.2324
H  -4.17  -0.52  -2.61  0.5126
H  -1.40  -1.78  -3.77  0.2936
H  -2.86  -1.37  -4.68  0.4174
H  -1.31  -0.62  -5.10  0.4097
H  4.59  -2.57  0.73  0.4944
H  4.12  1.39  0.73  -1.0909
H  5.47  -0.76  2.41  0.3367
H  5.68  0.99  2.61  0.4398
H  4.10  0.23  2.92  0.3420
H  6.30  -0.59  -0.08  0.2985
H  5.58  0.64  -1.12  0.2609
H  6.57  1.13  0.27  0.4575
H  0.98  -3.89  -0.51  -0.0888
H  3.86  -4.73  -1.04  0.3058
H  2.40  -5.68  -1.39  0.4181
H  2.71  -4.17  -2.26  0.3730
H  3.17  -4.78  1.42  0.3047
H  1.61  -4.10  1.91  0.0502
H  1.65  -5.63  1.04  0.4530
B  -5.38  1.24  1.42  0.2438
N  -5.85  0.20  0.35  0.6163
C  -6.60  0.43  -0.74  -0.3201
C  -6.76  -0.75  -1.42  -0.7395
C  -6.03  -1.68  -0.65  -0.3787
N  -5.49  -1.09  0.41  -0.7399
N  -4.40  2.20  0.69  -0.0606
C  -4.60  3.46  0.29  -0.3405
C  -3.51  3.87  -0.45  -1.5572
C  -2.67  2.73  -0.45  -0.0333
N  -3.21  1.74  0.24  -0.1109
H  -6.33  1.90  1.81  -0.2127
H  -4.80  0.64  2.30  -0.3018
H  -6.97  1.43  -0.95  0.4484
H  -7.30  -0.93  -2.34  0.3865
H  -5.87  -2.73  -0.82  0.4782
H  -5.50  3.99  0.57  0.4500
H  -3.34  4.82  -0.92  0.4447
H  -1.72  2.59  -0.93  0.6598
F  0.05  -6.38  -0.54  -0.3903
B  -1.27  -6.20  -0.04  0.6083
F  -1.99  -5.37  -0.92  -0.3866
F  -1.21  -5.57  1.22  -0.3928
F  -1.90  -7.45  0.06  -0.3783

***

# 3
Computed, not measured: a cluster of 2 separate species, C10H16 in total in a non-equilibrium geometry, with ωB97M-V/def2-TZVPD.

Output
spin multiplicity	1
HOMO-LUMO gap	9.95	eV
structure (SMILES)	Cc1ccccc1.CCC
F_max	2.521	eV/Å
charge	0
energy above the lowest of the compared OMol25 structures with the same formula, charge and spin	87.4	kJ/mol
LUMO energy	0.034	Ha

Each line ends with the Mulliken charge.
Cartesian coordinates (Å):
C  3.13  1.67  0.56  -0.2136
C  2.72  1.66  2.06  -0.9481
C  1.98  2.14  -0.31  -0.9939
H  3.96  2.36  0.40  0.2729
H  3.46  0.66  0.35  0.2583
H  3.47  1.08  2.61  0.3067
H  2.40  2.25  -1.31  0.2981
H  1.16  1.43  -0.21  0.2465
H  1.56  3.13  -0.08  0.2997
H  2.69  2.57  2.65  0.3179
H  1.70  1.29  2.11  0.1576
C  -2.57  0.02  0.96  -1.2246
C  -2.36  -1.91  -2.33  -0.4847
C  -2.89  -1.12  -1.32  -0.3255
C  -1.14  -2.55  -2.12  -0.3908
C  -2.33  -1.04  -0.05  0.6542
C  -0.60  -2.55  -0.84  -0.4598
C  -1.22  -1.84  0.19  -0.3892
H  -2.84  -1.86  -3.29  0.3427
H  -3.78  -0.53  -1.55  0.3481
H  -0.49  -2.98  -2.87  0.3603
H  0.33  -3.05  -0.60  0.3598
H  -2.64  1.03  0.54  0.3139
H  -1.70  0.09  1.61  0.2653
H  -0.67  -1.85  1.13  0.3107
H  -3.35  -0.13  1.71  0.3174

***

# 4
Computed, not measured: a structure of composition C27H24BrCl2FeN3O2PS, with ωB97M-V/def2-TZVPD.

Output
spin multiplicity	6
HOMO-LUMO gap (spin up / spin down)	6.64 / 6.35	eV
F_max	0.300	eV/Å
charge	0
energy above the lowest of the compared OMol25 structures with the same formula, charge and spin	675.7	kJ/mol
LUMO energy (spin up / spin down)	-0.014 / -0.025	Ha

Each line ends with the Mulliken charge.
Cartesian coordinates (Å):
Fe  0.51  0.77  0.37  -0.2544
O  -3.67  -3.47  5.30  -0.4898
C  -2.87  -2.46  4.87  0.7485
C  -1.48  -2.48  5.28  0.2265
C  -0.29  -2.35  5.68  -0.9026
N  -1.68  0.27  3.25  -0.2564
C  -2.46  -0.50  3.59  0.1386
Br  -5.07  -0.37  1.42  -0.7610
C  -3.35  -1.49  4.09  -0.5418
H  -3.28  -3.90  6.07  0.3394
H  -0.72  -3.46  5.16  0.2415
H  2.38  0.32  3.54  0.3396
H  -4.39  -1.43  3.78  0.3332
S  4.47  -0.32  -1.50  -0.3628
C  4.27  1.37  -1.87  0.8040
C  5.15  2.24  -2.52  -0.6386
C  4.76  3.56  -2.66  -0.4390
C  3.53  4.01  -2.17  -0.6947
C  2.66  3.15  -1.53  -0.2057
C  3.04  1.82  -1.39  -0.5480
N  2.29  0.82  -0.79  -0.1712
C  2.91  -0.33  -0.75  1.7780
C  2.30  -1.48  -0.07  0.1316
C  2.87  -2.75  -0.13  -0.9512
C  2.25  -3.79  0.54  -0.6553
C  1.07  -3.56  1.23  -0.7115
C  0.51  -2.28  1.28  0.6665
C  1.11  -1.20  0.63  -0.4441
H  6.10  1.90  -2.90  0.3998
H  5.42  4.26  -3.16  0.3858
H  3.26  5.05  -2.28  0.4186
H  1.72  3.48  -1.11  0.4158
H  3.78  -2.93  -0.68  0.3827
H  2.67  -4.79  0.50  0.3900
H  0.58  -4.38  1.74  0.4083
H  -0.42  -2.14  1.82  0.4960
Cl  0.36  5.18  1.32  -0.2118
C  0.59  4.23  2.76  0.7449
C  0.62  4.86  3.97  -0.5955
C  0.79  4.14  5.17  -0.4368
C  0.94  2.77  5.10  -0.8197
C  0.92  2.18  3.85  0.7578
Cl  1.10  0.41  3.77  0.1887
C  0.72  2.81  2.59  -0.3737
N  0.66  2.19  1.45  -0.5421
H  0.50  5.93  4.01  0.4153
H  0.80  4.65  6.12  0.3825
H  1.07  2.17  5.99  0.4267
C  -1.80  3.37  -1.68  -1.1367
P  -2.27  1.94  -0.69  1.0268
C  -3.70  1.16  -1.39  -0.9872
C  -2.72  2.54  0.95  -0.3911
O  -1.10  0.95  -0.67  -0.5976
H  -2.68  3.95  -1.95  0.3988
H  -1.30  3.02  -2.58  0.3203
H  -1.11  4.00  -1.11  0.2560
H  -4.54  1.85  -1.41  0.3774
H  -3.95  0.37  -0.66  0.0566
H  -3.49  0.76  -2.38  0.3391
H  -2.41  3.57  1.08  0.3060
H  -2.22  1.91  1.69  -0.3578
H  -3.80  2.42  1.09  0.4373

***

# 5
Computed, not measured: a structure of composition C44H36INO4PdTe2, with ωB97M-V/def2-TZVPD.

Output
spin multiplicity	1
HOMO-LUMO gap	7.75	eV
F_max	0.704	eV/Å
charge	0
energy above the lowest of the compared OMol25 structures with the same formula, charge and spin	0.0	kJ/mol
LUMO energy	-0.005	Ha

Each line ends with the Mulliken charge.
Cartesian coordinates (Å):
Pd  -0.44  -0.92  -2.01  0.3306
C  5.15  0.63  1.72  -1.6940
C  4.11  0.00  0.83  -0.0235
C  4.44  -0.55  -0.41  0.0717
C  3.48  -1.10  -1.23  0.6568
C  3.87  -1.57  -2.60  -0.4118
O  3.40  -1.02  -3.58  -0.6025
C  4.90  -2.62  -2.74  0.3503
C  5.27  -3.43  -1.67  -0.2173
C  6.21  -4.44  -1.85  -0.8226
C  6.80  -4.62  -3.09  -0.3501
C  6.44  -3.82  -4.16  -0.5870
C  5.49  -2.82  -3.99  -0.4387
C  2.12  -1.17  -0.85  1.7924
O  1.29  -1.78  -1.65  -1.5147
C  1.78  -0.65  0.42  0.0885
C  2.78  -0.08  1.22  -0.9883
C  0.41  -0.68  0.97  0.1301
N  -0.65  -0.75  0.24  0.1539
C  -1.97  -0.71  0.88  -0.9504
C  -2.57  0.68  0.75  -1.2070
Te  -4.57  0.79  1.52  0.3187
C  -3.94  0.66  3.54  -0.1355
C  -3.85  -0.58  4.17  -0.2219
C  -3.48  -0.66  5.51  -0.6100
C  -3.20  0.49  6.23  -0.3952
C  -3.29  1.73  5.60  -0.6221
C  -3.66  1.81  4.27  -0.3059
C  0.33  -0.60  2.46  -0.5076
C  0.04  0.60  3.10  0.8995
C  0.00  0.67  4.49  -1.1801
C  0.24  -0.47  5.24  -0.2857
C  0.53  -1.67  4.61  -1.0567
C  0.59  -1.73  3.22  0.1692
H  6.12  0.65  1.23  0.3841
H  5.25  0.08  2.66  0.3313
H  4.88  1.66  1.97  0.3603
H  5.48  -0.53  -0.74  0.3980
H  4.80  -3.29  -0.71  0.3792
H  6.48  -5.07  -1.01  0.3901
H  7.54  -5.40  -3.22  0.3881
H  6.90  -3.97  -5.13  0.3946
H  5.19  -2.19  -4.82  0.4385
H  2.51  0.31  2.19  0.5101
H  -1.90  -0.99  1.94  0.6113
H  -2.60  -1.45  0.39  0.7492
H  -2.61  0.99  -0.29  0.2593
H  -2.00  1.42  1.30  0.4752
H  -4.07  -1.48  3.62  0.4063
H  -3.41  -1.63  5.99  0.3922
H  -2.92  0.43  7.27  0.4323
H  -3.08  2.64  6.16  0.4151
H  -3.74  2.78  3.79  0.3890
H  -0.13  1.50  2.51  0.5148
H  -0.23  1.61  4.97  0.4367
H  0.19  -0.42  6.32  0.4093
H  0.73  -2.56  5.19  0.4208
H  0.84  -2.66  2.73  0.5634
I  -9.21  0.28  -1.19  0.0760
C  -7.20  -0.21  -1.53  -0.0060
C  -6.77  -1.51  -1.31  -0.4935
C  -5.43  -1.82  -1.50  -0.4995
C  -4.54  -0.84  -1.91  0.6167
C  -4.99  0.46  -2.14  -0.2011
C  -6.33  0.78  -1.95  -0.5796
C  -3.09  -1.19  -2.03  0.0795
O  -2.67  -2.31  -1.75  -0.6892
O  -2.30  -0.22  -2.39  -0.2675
H  -7.46  -2.27  -0.97  0.3816
H  -5.06  -2.82  -1.32  0.4715
H  -4.29  1.22  -2.46  0.2736
H  -6.68  1.79  -2.12  0.3801
C  1.81  1.64  -2.82  -0.4510
Te  0.62  0.32  -3.99  0.0782
C  -0.79  1.92  -4.08  -0.4736
C  -0.16  3.10  -3.39  0.5461
C  -0.82  4.33  -3.34  -0.7330
C  -0.24  5.41  -2.70  -0.5794
C  1.00  5.28  -2.09  -0.6013
C  1.66  4.06  -2.14  -0.5953
C  1.09  2.97  -2.78  0.4156
H  2.80  1.71  -3.26  0.6688
H  1.91  1.22  -1.82  -0.1932
H  -1.71  1.59  -3.59  -0.1562
H  -1.01  2.15  -5.13  0.4993
H  -1.79  4.43  -3.81  0.4582
H  -0.76  6.36  -2.67  0.3981
H  1.46  6.13  -1.60  0.4085
H  2.63  3.96  -1.67  0.4856

***

# 6
Computed, not measured: a structure of composition C2HBr3ClF in a non-equilibrium geometry, with ωB97M-V/def2-TZVPD.

Output
spin multiplicity	1
HOMO-LUMO gap (spin up / spin down)	8.52 / 7.34	eV
F_max	1.956	eV/Å
charge	0
energy above the lowest of the compared OMol25 structures with the same formula, charge and spin	289.1	kJ/mol
LUMO energy (spin up / spin down)	-0.013 / -0.051	Ha

Each line ends with the Mulliken charge.
Cartesian coordinates (Å):
C  1.36  0.57  -0.03  0.0410
C  -1.13  -0.41  0.14  -0.1578
F  1.62  -0.29  0.99  -0.1600
Cl  1.80  0.08  -1.59  -0.0687
Br  -2.28  0.86  1.12  -0.0400
Br  -1.85  -0.39  -1.65  0.0057
Br  -0.85  -2.09  0.96  0.0481
H  1.33  1.68  0.06  0.3316